No. 1
# C7H14O4P

The ion C7H14O4P with charge -1 in a non-equilibrium geometry (wB97M-V/def2-TZVPD, the OMol25 dataset).

The geometry in XYZ format:
```
26
Properties=species:S:1:pos:R:3:nbo_charge:R:1
C 0.524 2.791 -0.206 -0.592
C -0.108 1.451 -0.647 -0.477
C 0.311 0.245 0.303 0.392
C -0.726 0.203 1.479 -0.693
O 1.797 0.519 1.127 -0.890
P 2.898 0.007 0.045 2.491
O 3.870 -0.894 0.715 -1.171
O 3.359 1.149 -0.834 -1.179
O 1.901 -0.994 -0.941 -0.824
C 0.617 -1.132 -0.379 0.241
C -0.324 -1.489 -1.615 -0.617
C 0.756 -2.233 0.749 -0.670
H 1.532 2.718 0.299 0.264
H -0.078 3.167 0.517 0.168
H 0.486 3.472 -0.975 0.193
H 0.355 1.389 -1.596 0.227
H -1.151 1.631 -0.797 0.198
H -0.698 1.250 1.767 0.227
H -0.250 -0.512 2.079 0.228
H -1.529 -0.253 0.972 0.205
H -0.228 -0.817 -2.359 0.212
H -1.275 -1.402 -1.231 0.184
H 0.037 -2.415 -1.908 0.214
H 1.524 -2.987 0.427 0.240
H -0.258 -2.625 0.714 0.186
H 1.081 -1.580 1.543 0.244
```

Calculated values
Net charge: -1
Total energy: -24967.43006 eV
M: 193.16 g mol⁻¹
SMILES: CC[C@]1(C)O[P@](=O)([O-])OC1(C)C
Max |F|: 0.0937 hartree/bohr
HOMO energy: -4.6 eV

No. 2
# C7H14OSi

A cluster of 2 separate species, C7H14OSi in total in a non-equilibrium geometry (wB97M-V/def2-TZVPD, the OMol25 dataset).

The geometry in XYZ format:
```
23
Properties=species:S:1:pos:R:3:nbo_charge:R:1
C -3.466 -0.080 -0.847 0.257
C -4.174 0.665 -0.044 -0.835
C 2.265 0.688 -0.086 -0.381
C 0.922 1.206 0.508 -0.441
C 1.928 -0.590 -0.849 -0.413
C -0.434 1.046 -0.192 -0.044
C 1.405 -1.799 0.010 -0.857
O -1.033 -0.134 0.177 -0.900
Si -0.451 -1.504 0.640 1.451
H -5.136 1.165 -0.366 0.286
H -3.969 0.717 0.995 0.275
H 2.672 1.561 -0.700 0.198
H 2.946 0.445 0.696 0.197
H 0.862 0.616 1.351 0.198
H 1.151 2.290 0.627 0.212
H 1.233 -0.119 -1.676 0.196
H 2.921 -0.668 -1.399 0.211
H -1.124 1.838 0.045 0.190
H -0.174 1.107 -1.281 0.166
H 1.295 -2.627 -0.675 0.239
H 2.091 -1.912 0.844 0.231
H -0.279 -1.434 2.054 -0.244
H -1.449 -2.480 0.168 -0.191
```

Calculated values
Net charge: 0
Total energy: -17406.10174 eV
M: 142.27 g mol⁻¹
Max |F|: 0.0678 hartree/bohr
Relative energy (zero: lowest compared OMol25 entry of this formula, charge and spin): 449.83 kJ/mol
HOMO energy: -9.7 eV

No. 3
# C7H14P

A cluster of 2 separate species, C7H14P in total in a non-equilibrium geometry (wB97M-V/def2-TZVPD, the OMol25 dataset).

The geometry in XYZ format:
```
22
Properties=species:S:1:pos:R:3:nbo_charge:R:1
C -1.474 2.855 -1.064 -0.144
C -1.614 1.592 -0.588 -0.277
C 0.993 -0.594 -0.295 -0.507
C 0.386 -0.807 1.052 -0.443
C -2.434 0.445 -1.121 -0.639
C 2.499 -0.875 -0.396 -0.606
C 0.961 -1.165 2.403 -0.660
P 0.594 1.015 0.512 0.940
H -1.888 3.066 -1.950 0.209
H -0.960 3.543 -0.564 0.206
H -1.576 1.399 0.456 0.243
H 0.278 -0.944 -1.206 0.289
H -0.730 -1.127 0.817 0.265
H -2.243 0.428 -2.151 0.229
H -3.421 0.601 -0.939 0.247
H -2.163 -0.464 -0.797 0.214
H 2.728 -1.861 -0.173 0.240
H 2.991 -0.210 0.132 0.206
H 2.796 -0.809 -1.547 0.242
H 2.097 -1.186 2.396 0.241
H 0.811 -2.257 2.676 0.258
H 0.484 -0.643 3.188 0.246
```

Calculated values
Net charge: +1
Total energy: -16763.01690 eV
M: 129.16 g mol⁻¹
Max |F|: 0.1414 hartree/bohr
Relative energy (zero: lowest compared OMol25 entry of this formula, charge and spin): 447.87 kJ/mol
HOMO energy: -14.0 eV

No. 4
# C7H15B2Br2O6

A cluster of 2 separate species, C7H15B2Br2O6 in total in a non-equilibrium geometry (wB97M-V/def2-TZVPD, the OMol25 dataset).

The geometry in XYZ format:
```
32
Properties=species:S:1:pos:R:3:nbo_charge:R:1
O -0.485 -1.756 -3.015 -0.615
C 0.294 -0.836 -2.720 0.827
O 0.646 0.213 -3.579 -0.703
C 0.982 -0.858 -1.296 -0.535
C 0.092 0.032 -0.317 0.093
O -1.201 0.480 -0.781 -0.759
B -1.562 1.714 0.008 0.433
O -0.405 1.918 0.933 -0.734
C 0.685 1.484 0.105 0.098
C 2.169 1.447 0.705 -0.820
B 3.099 2.297 -0.344 1.160
O 3.782 1.706 -1.459 -0.917
O 3.157 3.725 -0.096 -0.924
H 0.070 0.199 -4.372 0.492
H 1.085 -1.903 -0.854 0.238
H 2.006 -0.374 -1.393 0.202
H -0.118 -0.492 0.679 0.172
H -1.624 2.558 -0.850 -0.162
H -2.648 1.620 0.492 -0.135
H 0.688 2.298 -0.715 0.164
H 2.255 1.895 1.751 0.248
H 2.535 0.361 0.804 0.194
H 3.861 0.740 -1.347 0.492
H 2.835 4.115 -0.939 0.486
Br -2.074 -2.538 0.221 0.038
C -3.266 -2.834 1.731 -0.470
C -2.540 -2.671 3.043 -0.434
Br -1.435 -4.228 3.441 -0.044
H -3.704 -3.824 1.602 0.219
H -4.047 -2.079 1.628 0.233
H -3.249 -2.608 3.869 0.216
H -1.884 -1.802 3.065 0.244
```

Calculated values
Net charge: -1
Total energy: -161228.93402 eV
M: 376.62 g mol⁻¹
Max |F|: 0.0628 hartree/bohr
Relative energy (zero: lowest compared OMol25 entry of this formula, charge and spin): 125.90 kJ/mol
HOMO energy: -3.9 eV

No. 5
# C7H15BrSi

The molecule C7H15BrSi in a non-equilibrium geometry (wB97M-V/def2-TZVPD, the OMol25 dataset).

The geometry in XYZ format:
```
24
Properties=species:S:1:pos:R:3:nbo_charge:R:1
C -2.581 2.277 -0.221 -0.662
C -1.257 1.443 -0.105 -0.059
C -0.019 2.251 -0.453 -0.630
C -1.253 0.137 0.123 -0.400
Br -2.799 -0.885 0.536 0.027
Si 0.664 -1.144 0.157 1.618
C 1.304 -1.175 1.964 -1.154
C 2.125 -0.640 -0.989 -1.110
C 0.002 -2.784 -0.395 -1.175
H -2.531 2.601 -1.328 0.216
H -3.430 1.670 0.119 0.234
H -2.654 3.290 0.278 0.219
H 0.934 1.899 0.018 0.223
H -0.017 2.531 -1.607 0.215
H -0.197 3.146 -0.034 0.209
H 0.986 -0.287 2.544 0.250
H 1.113 -1.985 2.683 0.253
H 2.432 -1.240 2.049 0.241
H 2.746 -1.501 -1.132 0.241
H 1.854 -0.176 -1.884 0.240
H 2.913 0.014 -0.565 0.244
H 0.852 -3.403 -0.941 0.244
H -0.522 -3.353 0.427 0.260
H -0.668 -2.688 -1.243 0.254
```

Calculated values
Net charge: 0
Total energy: -85420.80588 eV
M: 207.19 g mol⁻¹
SMILES: CC(C)=C(Br)[Si](C)(C)C
Max |F|: 0.0746 hartree/bohr
Relative energy (zero: lowest compared OMol25 entry of this formula, charge and spin): 70.89 kJ/mol
HOMO energy: -8.7 eV

No. 6
# C7H15Cl2O3P

The molecule C7H15Cl2O3P in a non-equilibrium geometry (wB97M-V/def2-TZVPD, the OMol25 dataset).

The geometry in XYZ format:
```
28
Properties=species:S:1:pos:R:3:nbo_charge:R:1
C 2.303 -3.315 -1.451 -0.601
C 1.156 3.788 -0.168 -0.670
C -2.132 -1.858 1.069 -0.637
C 1.452 -2.029 -1.321 -0.541
C -0.003 3.726 0.809 -0.060
C -2.512 -0.375 0.833 -0.076
C 2.366 -0.953 -0.739 -0.125
O -1.067 1.091 -0.828 -1.077
O -0.187 2.417 1.351 -0.815
O -1.592 0.489 1.501 -0.782
P -0.440 1.108 0.516 2.249
Cl 2.763 0.249 -1.881 -0.019
Cl 1.394 0.297 0.621 -0.038
H 2.893 -3.545 -0.467 0.225
H 3.134 -3.063 -2.059 0.208
H 1.631 -4.072 -1.970 0.223
H 1.755 4.699 0.207 0.220
H 1.758 2.890 -0.197 0.230
H 1.002 3.971 -1.254 0.234
H -1.116 -2.085 0.709 0.204
H -2.040 -2.100 2.153 0.211
H -2.946 -2.474 0.815 0.220
H 1.000 -1.965 -2.285 0.202
H 0.673 -2.077 -0.575 0.217
H -0.906 3.949 0.228 0.195
H 0.098 4.263 1.717 0.203
H -3.472 -0.153 1.228 0.184
H -2.537 -0.194 -0.210 0.215
```

Calculated values
Net charge: 0
Total energy: -47975.84801 eV
M: 249.07 g mol⁻¹
Max |F|: 0.0750 hartree/bohr
Relative energy (zero: lowest compared OMol25 entry of this formula, charge and spin): 160.26 kJ/mol
HOMO energy: -8.2 eV

No. 7
# C7H15F3KO6P

A structure of composition C7H15F3KO6P in a non-equilibrium geometry (wB97M-V/def2-TZVPD, the OMol25 dataset).

The geometry in XYZ format:
```
33
Properties=species:S:1:pos:R:3:nbo_charge:R:1
K -31.969 5.715 32.779 0.988
C -28.595 2.878 34.452 0.309
O -28.109 3.657 33.411 -0.566
O -29.993 2.848 34.283 -0.972
C -27.617 1.602 34.735 0.913
F -27.702 0.666 33.821 -0.331
F -26.322 1.945 34.873 -0.347
F -27.945 1.116 35.882 -0.322
C -27.881 3.141 32.097 -0.069
C -28.965 3.304 31.054 -0.640
H -28.762 2.717 30.158 0.208
H -29.933 2.916 31.370 0.218
H -28.951 4.387 30.930 0.172
H -27.726 2.072 31.953 0.177
H -27.012 3.677 31.713 0.161
H -28.342 3.537 35.282 0.102
C -30.191 7.715 36.584 -0.260
O -30.372 9.069 36.269 -0.791
P -29.941 9.649 34.820 2.568
O -30.742 9.113 33.743 -1.141
O -29.942 11.275 35.043 -0.786
C -29.700 12.168 34.018 -0.242
O -28.344 9.241 34.702 -0.816
C -27.863 8.758 33.446 -0.245
H -30.007 7.728 37.658 0.203
H -29.328 7.235 36.122 0.204
H -31.111 7.137 36.497 0.179
H -29.742 11.584 33.099 0.173
H -28.672 12.531 34.046 0.187
H -30.420 12.979 33.908 0.199
H -28.253 7.755 33.275 0.183
H -26.778 8.684 33.377 0.208
H -28.297 9.419 32.695 0.178
```

Calculated values
Net charge: 0
Total energy: -53553.00771 eV
M: 322.26 g mol⁻¹
Max |F|: 0.0726 hartree/bohr
Relative energy (zero: lowest compared OMol25 entry of this formula, charge and spin): 289.25 kJ/mol
HOMO energy: -6.4 eV

No. 8
# C7H15FN4O11

A cluster of 5 separate species, C7H15FN4O11 in total in a non-equilibrium geometry (wB97M-V/def2-TZVPD, the OMol25 dataset).

The geometry in XYZ format:
```
38
Properties=species:S:1:pos:R:3:nbo_charge:R:1
C 0.927 2.138 1.022 -0.138
C 2.388 1.965 0.662 0.419
O 3.017 2.519 1.762 -0.385
C 2.322 3.546 2.138 0.955
O 2.683 4.431 2.914 0.042
O 1.067 3.404 1.700 -0.372
F 2.751 2.583 -0.462 -0.290
H 0.396 1.404 1.628 0.272
H 0.306 2.281 0.138 0.259
H 2.607 0.901 0.567 0.228
C -1.457 -1.164 -1.914 -0.476
N -0.609 -1.118 -0.653 0.525
O -1.075 -1.679 0.352 -0.348
O 0.486 -0.521 -0.707 -0.425
H -1.664 -0.129 -2.185 0.233
H -2.394 -1.654 -1.650 0.248
H -0.844 -1.695 -2.642 0.251
C -2.289 0.077 3.146 -0.505
N -1.339 0.513 4.211 0.533
O -1.298 -0.140 5.246 -0.341
O -0.852 1.607 4.154 -0.410
H -3.096 -0.505 3.591 0.253
H -1.718 -0.567 2.477 0.246
H -2.735 0.878 2.556 0.227
C 2.139 -2.909 1.473 -0.490
N 1.485 -2.407 2.729 0.533
O 1.576 -3.206 3.680 -0.335
O 0.882 -1.353 2.608 -0.409
H 2.306 -3.984 1.544 0.244
H 3.123 -2.440 1.460 0.228
H 1.547 -2.712 0.579 0.227
C -2.010 -0.104 -5.651 -0.500
N -0.898 0.188 -6.548 0.520
O -0.195 -0.776 -6.838 -0.360
O -0.703 1.383 -6.742 -0.361
H -1.977 -1.136 -5.301 0.223
H -2.931 -0.217 -6.223 0.253
H -1.925 0.597 -4.821 0.226
```

Calculated values
Spin multiplicity: 2
Net charge: +1
Total energy: -38679.44000 eV
M: 350.21 g mol⁻¹
Max |F|: 0.1189 hartree/bohr
HOMO energy (spin up / spin down): -13.4 / -13.4 eV